(1)
Entry from the OMol25 dataset: a molecular structure, C57H47F2N11O20SSi at a distorted geometry (ωB97M-V with the def2-TZVPD basis set).

**Frontier orbital gap**: 0.3202 Ha
**E_HOMO**: -9.70 eV

Atoms and positions in Å:
1 O -0.983 -0.790 1.569
2 C -0.868 0.065 0.752
3 F -1.456 1.246 0.902
4 N -0.093 -0.023 -0.443
5 C 1.293 -0.043 -0.003
6 O 1.851 1.002 0.213
7 Si 2.210 -1.709 0.216
8 F 3.126 -1.948 -1.067
9 N 3.149 -1.750 1.680
10 C 4.148 -1.036 1.665
11 S 5.327 -0.052 1.855
12 H -0.350 -0.910 -0.879
13 H 1.240 -2.806 0.281
14 C -6.711 0.882 -2.333
15 C -5.661 0.945 -3.243
16 C -4.469 0.288 -2.975
17 C -4.363 -0.433 -1.801
18 C -5.399 -0.515 -0.886
19 C -6.577 0.155 -1.154
20 N -3.104 -1.120 -1.505
21 O -2.184 -1.005 -2.298
22 O -3.028 -1.741 -0.461
23 H -7.634 1.404 -2.538
24 H -5.764 1.511 -4.158
25 H -3.643 0.341 -3.665
26 H -5.286 -1.080 0.028
27 H -7.389 0.109 -0.446
28 C 0.555 3.841 -5.767
29 C -0.543 4.641 -6.059
30 C -1.815 4.091 -6.081
31 C -1.961 2.742 -5.808
32 C -0.878 1.929 -5.527
33 C 0.389 2.489 -5.508
34 N -3.306 2.153 -5.788
35 O -4.255 2.871 -6.025
36 O -3.393 0.970 -5.504
37 H 1.545 4.277 -5.743
38 H -0.407 5.693 -6.264
39 H -2.675 4.706 -6.301
40 H -1.015 0.878 -5.319
41 H 1.248 1.874 -5.284
42 C 3.467 -5.303 -0.623
43 C 2.687 -6.251 -1.273
44 C 2.839 -7.596 -0.979
45 C 3.774 -7.967 -0.030
46 C 4.565 -7.040 0.625
47 C 4.407 -5.698 0.321
48 N 3.926 -9.390 0.301
49 O 3.233 -10.191 -0.299
50 O 4.731 -9.692 1.161
51 H 3.344 -4.255 -0.854
52 H 1.957 -5.941 -2.009
53 H 2.237 -8.339 -1.480
54 H 5.291 -7.355 1.359
55 H 5.015 -4.958 0.824
56 C -8.420 3.936 4.555
57 C -9.348 2.958 4.223
58 C -9.382 2.437 2.938
59 C -8.478 2.912 2.007
60 C -7.558 3.898 2.315
61 C -7.530 4.409 3.599
62 N -8.463 2.340 0.654
63 O -9.271 1.469 0.388
64 O -7.614 2.752 -0.110
65 H -8.387 4.328 5.563
66 H -10.040 2.592 4.968
67 H -10.094 1.669 2.675
68 H -6.864 4.254 1.569
69 H -6.807 5.170 3.858
70 C -0.132 2.920 5.464
71 C 0.381 1.912 4.658
72 C 1.732 1.889 4.349
73 C 2.550 2.879 4.863
74 C 2.057 3.894 5.663
75 C 0.704 3.910 5.962
76 N 3.989 2.845 4.559
77 O 4.387 1.955 3.833
78 O 4.693 3.703 5.051
79 H -1.187 2.932 5.706
80 H -0.272 1.141 4.271
81 H 2.140 1.108 3.723
82 H 2.715 4.658 6.050
83 H 0.302 4.695 6.589
84 C 2.884 -11.810 2.433
85 C 1.750 -12.605 2.547
86 C 1.530 -13.350 3.695
87 C 2.456 -13.281 4.720
88 C 3.594 -12.501 4.626
89 C 3.805 -11.762 3.472
90 N 2.217 -14.053 5.950
91 O 1.220 -14.746 5.998
92 O 3.031 -13.952 6.847
93 H 3.054 -11.227 1.541
94 H 1.034 -12.644 1.737
95 H 0.651 -13.970 3.788
96 H 4.305 -12.466 5.438
97 H 4.688 -11.146 3.381
98 C -1.374 4.126 8.302
99 C -1.699 4.545 7.017
100 C -2.889 4.140 6.434
101 C -3.738 3.320 7.155
102 C -3.430 2.887 8.432
103 C -2.237 3.296 9.005
104 N -5.011 2.899 6.545
105 O -5.242 3.274 5.412
106 O -5.750 2.199 7.205
107 H -0.447 4.449 8.756
108 H -1.026 5.191 6.470
109 H -3.148 4.459 5.436
110 H -4.108 2.243 8.973
111 H -1.982 2.969 10.004
112 C 3.640 4.730 -0.802
113 C 2.886 3.661 -1.267
114 C 3.079 3.187 -2.556
115 C 4.030 3.798 -3.355
116 C 4.783 4.869 -2.911
117 C 4.583 5.336 -1.623
118 N 4.259 3.290 -4.717
119 O 3.577 2.357 -5.100
120 O 5.117 3.829 -5.386
121 H 3.492 5.094 0.206
122 H 2.154 3.193 -0.626
123 H 2.497 2.355 -2.925
124 H 5.516 5.332 -3.555
125 H 5.165 6.170 -1.258
126 C 5.992 2.821 -10.140
127 C 4.695 2.392 -10.391
128 C 3.623 3.047 -9.808
129 C 3.872 4.128 -8.983
130 C 5.156 4.567 -8.716
131 C 6.221 3.903 -9.301
132 N 2.737 4.837 -8.376
133 O 1.620 4.414 -8.597
134 O 2.979 5.799 -7.672
135 H 6.827 2.309 -10.600
136 H 4.518 1.548 -11.042
137 H 2.611 2.720 -9.996
138 H 5.325 5.409 -8.062
139 H 7.232 4.233 -9.103

Here are the Löwdin charges for atoms 1 to 2, given in e: O 0.16; C -0.55

(2)
Entry from the OMol25 dataset: a molecular structure, C57H47GeN9O4W at a distorted geometry (ωB97M-V with the def2-TZVPD basis set).

**Frontier orbital gap (spin up / spin down)**: 0.1384 / 0.1384 Ha
**E_HOMO (spin up / spin down)**: -5.81 / -5.81 eV

Atoms and positions in Å:
1 W 0.729 -0.790 -0.568
2 C 6.234 3.876 -1.675
3 C 4.925 3.173 -1.443
4 C 3.712 3.835 -1.592
5 C 2.510 3.182 -1.375
6 C 2.472 1.844 -0.992
7 N 1.256 1.175 -0.732
8 C 0.262 1.840 0.018
9 C 0.414 2.889 0.823
10 C -1.576 4.435 0.821
11 C -2.554 4.003 -0.203
12 C -3.667 5.012 -0.322
13 C -2.560 2.990 -1.126
14 C -1.877 1.780 -1.255
15 N -2.246 1.030 -2.379
16 C -2.792 1.499 -3.534
17 C -3.080 0.417 -4.319
18 C -2.688 -0.688 -3.557
19 N -2.167 -0.315 -2.395
20 C 3.700 1.159 -0.888
21 C 4.897 1.824 -1.113
22 N 3.656 -0.206 -0.593
23 C 4.569 -0.935 0.112
24 C 4.346 -2.228 0.403
25 C 3.051 -2.798 -0.094
26 N 2.601 -0.876 -1.308
27 H 6.140 4.943 -1.481
28 H 6.556 3.748 -2.711
29 H 7.010 3.466 -1.031
30 H 3.701 4.877 -1.888
31 H 1.576 3.710 -1.511
32 H 1.382 3.369 0.885
33 H -2.125 5.067 1.530
34 H -3.263 6.013 -0.492
35 H -4.246 5.044 0.603
36 H -4.347 4.775 -1.138
37 H -3.324 3.110 -1.887
38 H -2.912 2.549 -3.730
39 H -3.508 0.413 -5.306
40 H -2.778 -1.734 -3.790
41 H 5.826 1.271 -1.056
42 H 5.457 -0.411 0.437
43 H 5.078 -2.838 0.908
44 H 3.021 -3.887 -0.126
45 C 4.815 -3.630 -4.876
46 C 4.947 -4.320 -3.684
47 C 4.352 -3.852 -2.520
48 C 3.599 -2.680 -2.549
49 C 3.482 -1.975 -3.751
50 C 4.086 -2.447 -4.901
51 N 2.856 -2.235 -1.448
52 N 1.841 -2.262 0.571
53 C 2.008 -1.495 1.670
54 C 2.871 -1.758 2.756
55 C 2.997 -0.822 3.747
56 C 2.241 0.351 3.676
57 C 1.366 0.514 2.633
58 N 1.247 -0.363 1.616
59 H 5.275 -4.007 -5.780
60 H 5.517 -5.239 -3.653
61 H 4.480 -4.407 -1.602
62 H 2.894 -1.067 -3.756
63 H 3.977 -1.898 -5.827
64 H 3.400 -2.696 2.790
65 H 3.670 -0.991 4.578
66 H 2.304 1.111 4.441
67 H 0.735 1.386 2.596
68 O 0.488 -1.531 -2.225
69 C 0.113 -2.725 -2.532
70 C -0.517 -3.571 -1.585
71 C -0.853 -4.880 -1.962
72 C -1.443 -5.747 -1.069
73 C -1.719 -5.355 0.238
74 C -1.422 -4.066 0.626
75 C -0.847 -3.154 -0.251
76 O -0.675 -1.886 0.140
77 N -1.784 -7.087 -1.510
78 O -2.255 -7.855 -0.690
79 O -1.586 -7.377 -2.677
80 H 0.333 -3.069 -3.536
81 H -0.642 -5.217 -2.968
82 H -2.182 -6.054 0.918
83 H -1.652 -3.731 1.627
84 C -1.062 1.134 -0.166
85 Ge -2.141 0.920 1.538
86 C -2.289 -0.778 2.582
87 C -3.494 -1.474 2.485
88 C -3.714 -2.632 3.217
89 C -2.723 -3.122 4.053
90 C -1.522 -2.438 4.162
91 C -1.311 -1.270 3.443
92 C -4.012 1.269 0.979
93 C -4.723 2.299 1.586
94 C -6.046 2.550 1.251
95 C -6.686 1.750 0.316
96 C -5.992 0.713 -0.292
97 C -4.662 0.484 0.027
98 C -1.449 2.456 2.489
99 C -1.622 2.547 3.859
100 C -1.070 3.559 4.629
101 C -0.209 4.483 3.996
102 C 0.010 4.443 2.661
103 C -0.668 3.490 1.718
104 H -0.861 0.096 -0.511
105 H -4.278 -1.099 1.845
106 H -4.660 -3.152 3.127
107 H -2.890 -4.028 4.622
108 H -0.742 -2.816 4.811
109 H -0.386 -0.734 3.585
110 H -4.224 2.907 2.333
111 H -6.578 3.369 1.719
112 H -7.722 1.934 0.063
113 H -6.490 0.072 -1.009
114 H -4.130 -0.323 -0.470
115 H -2.213 1.776 4.346
116 H -1.267 3.624 5.689
117 H 0.305 5.222 4.599
118 H 0.685 5.157 2.201
119 H -0.854 5.085 0.317

Here are the Löwdin charges for atoms 1 to 2, given in e: W 1.71; C -0.05

Q: Number 2 is which compound?
A: C57H47GeN9O4W